No. 1
An isolated molecule of C17H17BrN2O2S in a non-equilibrium geometry, computed with the ωB97M-V functional and the def2-TZVPD basis.

The geometry in ORCA input format:
```
! RIJCOSX wB97M-V def2-TZVPD def2/J DEFGRID3
* xyz 0 1
N -4.718 3.068 -1.118
C -3.620 2.510 -0.484
O -3.489 2.861 0.696
C -2.644 1.567 -1.187
C -1.339 1.334 -0.330
C -1.598 0.418 0.905
N -2.203 -0.857 0.464
C -1.413 -1.996 0.238
S -2.169 -3.392 -0.310
C 0.047 -2.112 0.465
C 0.773 -3.313 0.559
C 2.140 -2.964 0.682
C 2.200 -1.593 0.691
C 3.396 -0.762 0.621
C 3.241 0.655 0.576
C 4.388 1.480 0.567
C 5.657 0.888 0.508
Br 7.240 1.927 0.555
C 5.806 -0.499 0.435
C 4.683 -1.332 0.503
O 0.948 -1.075 0.516
C -3.519 -0.636 -0.204
C -3.311 0.184 -1.490
H -5.217 3.834 -0.663
H -4.806 2.896 -2.150
H -2.327 2.021 -2.125
H -0.539 0.853 -0.904
H -0.967 2.334 -0.013
H -2.278 0.942 1.573
H -0.708 0.241 1.511
H 0.317 -4.311 0.561
H 2.985 -3.653 0.630
H 2.259 1.098 0.603
H 4.292 2.578 0.499
H 6.783 -0.969 0.320
H 4.879 -2.398 0.486
H -4.004 -1.597 -0.504
H -4.183 -0.158 0.492
H -2.718 -0.389 -2.175
H -4.265 0.319 -2.000
*
```

Summary:
E_LUMO	-0.42	eV
maximum force	0.0579	hartree/bohr

---

No. 2
A structure of composition C17H17ClHgINO in a non-equilibrium geometry, computed with the ωB97M-V functional and the def2-TZVPD basis.

The geometry in ORCA input format:
```
! RIJCOSX wB97M-V def2-TZVPD def2/J DEFGRID3
* xyz 0 1
C 0.828 -0.470 -2.964
C 0.299 2.756 -3.811
C -0.435 -0.583 -3.497
H 1.582 -1.306 -3.089
C -0.783 2.775 -3.019
H 0.562 3.629 -4.425
H -0.841 -1.604 -3.517
H -1.376 3.686 -2.871
C -1.538 0.402 -3.398
H -2.307 -0.246 -2.925
H -1.968 0.823 -4.332
C 1.499 0.863 -2.657
H 2.560 0.641 -2.511
H 1.166 1.347 -1.737
C 1.254 1.623 -3.942
H 0.886 0.904 -4.685
H 2.234 1.991 -4.262
C -1.321 1.543 -2.341
H -2.322 1.802 -1.971
H -0.737 1.197 -1.455
Hg 0.955 -1.983 0.235
H 1.082 -1.231 -1.222
Cl 0.037 -1.140 7.019
C 0.414 -0.685 5.398
C 1.428 0.258 5.123
C 1.736 0.662 3.817
I 3.188 2.071 3.315
C 0.963 0.119 2.704
O 1.171 0.484 1.524
C -0.041 -0.934 3.018
N -0.515 -1.668 1.983
C -1.535 -2.532 2.125
C -1.999 -2.926 3.397
C -1.365 -2.332 4.494
C -0.358 -1.318 4.350
H 1.979 0.689 5.953
H -1.938 -2.963 1.206
H -2.795 -3.684 3.475
H -1.647 -2.657 5.493
*
```

Summary:
E_LUMO	-1.49	eV
maximum force	0.0583	hartree/bohr

---

No. 3
An isolated molecule of C17H17ClN4O2, computed with the ωB97M-V functional and the def2-TZVPD basis.

The geometry in ORCA input format:
```
! RIJCOSX wB97M-V def2-TZVPD def2/J DEFGRID3
* xyz 0 1
C -1.450 -0.073 2.491
C -1.023 0.820 1.379
N 0.216 1.107 1.232
N 0.641 1.904 0.230
C 2.058 2.200 0.216
C 2.939 0.982 -0.102
O 3.830 1.019 -0.920
N 2.652 -0.091 0.662
C 3.229 -1.387 0.389
C 2.632 -2.015 -0.885
C 1.133 -2.002 -0.832
C 0.406 -1.058 -1.547
C -0.976 -1.023 -1.482
C -1.638 -1.935 -0.678
Cl -3.369 -1.901 -0.585
C -0.935 -2.879 0.053
C 0.445 -2.906 -0.030
C -0.188 2.456 -0.738
O 0.254 3.152 -1.631
C -1.582 2.124 -0.545
C -2.715 2.478 -1.244
C -3.805 1.883 -0.586
C -3.321 1.183 0.490
N -1.971 1.324 0.520
H -0.578 -0.392 3.053
H -1.963 -0.946 2.092
H -2.132 0.454 3.157
H 2.219 2.957 -0.554
H 2.355 2.593 1.194
H 1.803 -0.048 1.213
H 3.049 -2.026 1.255
H 4.305 -1.257 0.249
H 2.977 -1.436 -1.742
H 3.004 -3.036 -0.979
H 0.923 -0.344 -2.171
H -1.533 -0.297 -2.054
H -1.463 -3.587 0.671
H 0.994 -3.649 0.530
H -2.739 3.093 -2.119
H -4.835 1.959 -0.873
H -3.845 0.603 1.221
*
```

Summary:
E_LUMO	0.56	eV
maximum force	0.0159	hartree/bohr